Density functional theory data (ωB97M-V/def2-TZVPD) for a cluster of 7 separate species, C46H81F5N3O14S3 in total.

ORCA input file:
```
! wB97M-V def2-TZVPD RIJCOSX def2/J DEFGRID3
* xyz 1 1
S 1.86288 -3.78744 0.06466
S 0.57036 -5.91236 1.70865
S 0.03846 -2.81508 -5.00623
F 2.84565 0.84870 -4.07965
F 4.03120 0.11659 -1.81081
F 4.81293 1.98844 -2.48506
F 2.46587 2.81881 -3.26767
F 3.42943 1.92538 -0.85521
O -3.82914 1.97748 -5.17487
O 5.12920 -5.14547 5.85598
O -0.19454 3.86077 2.29300
O -2.29313 5.23673 -4.73708
O -9.07683 -1.64285 -0.70246
O 4.24511 -4.06400 7.54110
O 2.24636 -1.22485 3.95101
O -7.10945 -1.47023 -1.64765
O -1.38426 7.14934 -5.26882
O 0.46724 5.87060 1.73103
O -3.35068 -0.11754 -4.80203
O -4.20849 0.02269 1.88333
O 8.19893 -1.96183 7.63038
O 6.98974 -1.39173 9.35944
N -2.01455 -2.04503 -1.14433
N 1.45711 -3.60407 2.69746
N -1.90537 0.24847 -1.38449
C 1.25451 1.07158 -2.35976
C -6.26679 -1.40669 -2.79726
C 0.16145 1.22973 -3.41169
C -1.18713 -3.51172 -2.72800
C -4.07754 3.10645 -6.03688
C -3.31341 1.04914 2.23640
C 8.48162 -1.94344 6.22823
C 6.49328 -0.18772 7.37544
C 3.75619 -3.99779 8.89078
C -4.56137 -0.00837 0.51398
C -1.31647 -5.50750 -0.34870
C 2.56505 1.51447 -2.95498
C 4.86735 -3.68622 9.86824
C 1.54432 6.85242 -0.23339
C -0.28398 7.94808 -5.72373
C 5.21818 -6.30168 7.92526
C -0.73385 -2.47988 -3.49035
C -6.09495 0.00091 -3.32529
C -1.12472 -5.51345 1.17116
C 4.84865 -5.14620 7.02491
C -1.56358 -0.99880 -1.88849
C -0.90170 -1.18022 -3.07231
C 7.22683 -1.22715 8.19391
C -0.43534 -0.06517 -3.97166
C -1.35527 5.81435 -5.22355
C -2.38465 -4.52550 -0.87454
C -5.53735 3.20515 -6.42691
C -0.23228 8.04905 -7.23363
C 3.04969 -2.36361 4.17040
C 0.62866 -2.40697 2.72622
C -1.83882 -3.31074 -1.56621
C 0.90776 -1.64353 3.97747
C 2.87180 -3.35805 3.04572
C 0.66743 4.54762 1.81144
C -9.14895 -1.25224 -3.04196
C -0.19283 5.06018 -5.83233
C -3.91969 0.38224 -7.04749
C -8.46058 -1.48640 -1.71515
C -2.74172 -1.75784 0.10901
C -4.19274 -1.31879 -0.12066
C 3.75397 1.38487 -2.00894
C 1.46901 6.78559 1.27820
C 1.92372 3.92772 1.24315
C 1.33577 -4.31561 1.48601
C 9.34612 -0.76436 5.83143
C -3.66244 0.73719 -5.60346
H 10.27693 -0.77576 6.39720
H -2.23857 -0.98724 0.65066
H -2.07092 0.90900 -2.12288
H 4.06712 -2.02828 4.12517
H 0.74226 -2.29267 4.82639
H -0.41152 -2.70213 2.76461
H -3.81114 2.00055 2.35438
H 9.58091 -0.80790 4.76802
H -1.48412 -4.62610 1.66587
H 3.03571 -3.18231 8.87919
H 2.43212 6.55206 1.73414
H -5.87608 2.33440 -6.98990
H -1.69039 -6.34144 1.55599
H 0.57361 7.13119 -0.64295
H 1.06364 1.75974 -1.55262
H -3.11712 -4.31366 -0.11970
H 0.63599 1.71972 -4.24412
H 3.20345 -4.90387 9.14466
H -6.15771 3.27329 -5.53366
H -1.05014 -4.51055 -3.07901
H 1.31911 0.08607 -1.92007
H -4.13909 0.83830 -0.00402
H -3.86106 1.22467 -7.73031
H -0.39426 -5.38637 -0.87691
H 6.91073 0.79067 7.60740
H 1.81848 5.89124 -0.66905
H -10.01515 -1.90618 -3.09000
H -0.46391 8.93095 -5.29563
H 2.76434 4.60826 1.13227
H -1.66122 -6.49427 -0.60575
H 0.71835 5.64241 -5.93522
H 4.47339 -3.58186 10.87910
H -2.91797 -5.04870 -1.64930
H -1.32897 0.16947 -4.52226
H -0.08833 7.07566 -7.70231
H 0.24390 -0.80307 4.03153
H -5.40131 0.00320 -4.15864
H -3.41290 3.07728 -6.90192
H -9.48658 -0.21801 -3.07720
H -7.04190 0.43190 -3.65291
H 0.51150 -4.01480 -4.68371
H -2.69937 -2.61603 0.73713
H -4.90681 -0.07194 -7.12282
H 6.27698 -6.22502 8.16590
H -5.70241 4.09144 -7.03773
H 2.83736 -2.85544 5.11121
H 3.44767 -2.99642 2.21285
H -2.85282 0.78473 3.17108
H -0.49301 4.69576 -6.81366
H 5.44731 -0.20394 7.67194
H -3.17181 -0.34371 -7.35760
H 6.53584 -0.34875 6.30120
H -5.70170 0.65510 -2.54634
H 7.55548 -1.99733 5.65359
H 1.15976 7.75013 1.67337
H 8.85459 0.18682 6.03504
H 0.58499 8.70025 -7.54121
H -3.78976 3.97188 -5.45184
H -5.63481 0.09044 0.44716
H -1.24044 0.61463 -0.71817
H 0.02965 4.20964 -5.19222
H 4.64745 -6.35278 8.84811
H 5.62920 -4.46521 9.87731
H -8.53185 -1.45501 -3.91381
H 2.28253 7.59167 -0.54349
H 5.36124 -2.76126 9.57363
H -4.35685 -1.21760 -1.18538
H -2.52344 1.16220 1.50232
H 0.75182 -1.78401 1.83816
H 0.65123 7.58406 -5.29602
H 5.04750 -7.22428 7.37687
H -6.61503 -2.09883 -3.56609
H 1.68069 3.50611 0.26940
H -4.85154 -2.08850 0.23713
H 2.23857 3.12514 1.90375
H -1.16811 8.45733 -7.61326
H -5.30398 -1.78277 -2.45179
H 9.01843 -2.87087 6.04364
H -0.60869 1.91163 -3.11050
H 0.28672 -0.43045 -4.67531
H 3.30901 -4.30628 3.31019
*
```

Summary:
Calculated total energy ... -128237.734 eV
Maximum force ... 1.41 eV/A
E_HOMO ... -10.43 eV

Atomic partial charges in e from the Löwdin method, atoms 1 to 2: number 1, S, carries 0.7630; number 2, S, carries 0.8914